(1)
8
Properties=species:S:1:pos:R:3:nbo_charge:R:1 method="wB97M-V/def2-TZVPD" e_homo_ev="-9.18 / -10.27"
H -1.60554 0.25165 -1.76527 0.44
H -0.20467 -1.25603 1.37330 0.17
F 0.84486 -1.67443 -0.23779 -0.27
C 0.63104 0.69379 0.35363 0.31
O -1.37176 0.39156 -0.77811 -0.67
O 1.53588 1.07028 -0.35152 -0.51
C 0.40061 -0.79964 0.58447 0.36
H -0.23041 1.32282 0.82129 0.17

(2)
121
Properties=species:S:1:pos:R:3:lowdin_spin:R:1 method="wB97M-V/def2-TZVPD" e_homo_ev="-5.38 / -6.85" multiplicity=5
H -6.97045 -1.40018 0.72800 0.00
C 4.16627 2.18706 -3.18381 0.00
H -0.82683 4.10254 -3.84407 0.00
H -0.23450 -0.31495 4.34565 0.00
C -3.21082 -1.97696 -0.01807 0.00
Os 0.17968 0.63037 -0.04339 2.14
C -1.99732 -6.52595 -0.10321 0.00
H 5.58573 -1.10015 5.22836 0.00
H 0.32139 1.85176 2.28040 0.02
H 0.97846 5.92944 -1.76059 0.00
C 2.39617 2.25054 -1.50967 0.00
C -5.49158 2.80887 -2.34517 0.00
C 0.07610 -1.40033 0.65122 0.04
C 2.72510 4.89981 0.34833 0.00
C -3.57940 1.80893 -1.26849 0.01
C 0.94145 -1.59688 -3.87680 0.00
H 1.00305 -4.17686 -0.73352 0.00
H -0.74023 6.03736 -2.11879 0.00
H -0.60795 -8.12987 -0.43570 0.00
C -4.03677 -1.38369 -0.97158 0.00
C -5.10805 -2.16447 1.47624 0.00
H -0.21843 5.74598 -0.46484 0.00
C -1.22724 -2.33069 -4.59745 0.00
H 4.72899 0.93716 0.77507 0.00
C -5.38416 -1.17829 -0.70233 0.00
H 3.40036 4.56271 -0.44030 0.00
C 4.44400 -1.19361 3.39103 0.02
C 0.63176 4.38660 1.69746 0.00
H -0.55428 -1.98589 5.25464 0.00
C 0.33523 -6.20313 -0.59116 0.00
O -1.79485 0.72192 -0.20272 0.19
H 1.16568 -2.37743 5.23303 0.00
H 2.71312 3.74143 -3.01338 0.00
Ge -1.34749 -2.31986 -0.36928 0.02
C 1.66480 3.85210 0.68688 0.00
C -0.74430 -7.05606 -0.37526 0.00
H 0.51503 -4.86470 3.22645 0.00
C -6.17665 2.85394 -1.13671 0.04
H 1.94993 -1.26366 -4.09796 0.00
H -2.33405 0.81021 3.65409 0.00
H 1.98143 -3.89395 3.04649 0.00
C -1.09659 -4.27339 -0.23652 0.00
H -2.00902 0.42376 1.96480 0.00
H -1.09791 3.69537 -1.60153 0.00
C -3.75887 -2.36207 1.20919 0.00
H 0.89303 4.46979 -3.72929 0.00
C -4.20590 2.29437 -2.42922 0.04
H -3.78534 1.45558 0.84136 0.00
N 2.18200 0.54103 0.20680 0.07
C -5.54717 2.37022 0.00580 0.00
H 0.83880 -4.04693 1.70927 0.00
H 0.96094 -1.92711 0.27098 0.00
C 2.87908 -0.03549 1.26813 0.01
H 2.27548 5.84464 0.04211 0.00
H -6.06831 2.38990 0.95762 0.00
C -0.76844 -2.08572 -2.22604 0.00
H -3.12860 -2.82645 1.96632 0.00
C 4.58421 0.97755 -2.64318 0.00
H 0.35003 5.41484 1.47029 0.00
O -0.29296 1.05243 -2.18613 0.42
C 0.05836 -1.90355 -4.90297 0.00
H 4.30210 -0.51882 -1.13587 0.00
C 2.87931 1.07021 -0.93243 0.01
H -2.62767 -2.79889 -3.05339 0.00
C 0.00030 5.51799 -1.50655 0.00
H -5.52666 -2.47827 2.42644 0.00
C 0.14588 -2.74133 3.31117 0.01
C 0.15484 -4.82809 -0.52935 0.00
H 1.24538 -1.43057 -1.78124 0.00
C 3.06468 2.80586 -2.59434 0.00
C 0.52773 -1.68891 -2.55376 0.01
H -0.28358 3.78841 1.71265 0.00
C 0.10230 3.81748 -3.34500 0.00
H 4.71216 -2.61459 4.99003 0.00
H 6.18033 -2.28485 4.06897 0.00
C 4.84087 2.79265 -4.39387 0.00
C 5.00078 -0.31988 2.46071 0.00
P 0.88133 2.90493 -0.70750 0.04
H 1.35093 1.41003 3.63872 0.00
C -5.92135 -1.57144 0.51707 0.00
C 0.18835 -2.66755 4.84161 0.00
H 5.41991 0.45042 -3.09536 0.00
C -1.63085 -2.43047 -3.27070 0.00
H 4.89930 3.87917 -4.30941 0.00
C 4.25062 0.24260 1.45249 0.01
H -0.03562 -3.66186 5.23634 0.00
C -0.34020 0.05483 3.33152 0.02
N -2.30923 1.28460 -1.33628 0.15
H 1.31497 -6.61161 -0.81488 0.00
H 0.37058 -1.81218 -5.93725 0.00
C -0.08495 4.02576 -1.83525 0.01
H 2.61535 -2.04776 4.01817 0.00
C 0.92030 -3.95123 2.78589 0.00
H 5.85405 2.40655 -4.51847 0.00
C -2.17201 -5.14430 -0.03784 0.00
H -3.62334 -1.03881 -1.91380 0.00
N -1.58560 1.27047 -2.49726 0.54
C 5.27314 -1.83258 4.47849 0.00
H 2.18266 3.01502 1.16467 0.00
H 0.31861 2.78695 -3.60947 0.00
C 2.28440 -0.84880 2.27233 0.02
P 0.52365 -1.22944 2.33548 0.03
H -0.90444 -2.86168 3.01752 0.00
H -6.00890 -0.68662 -1.43899 0.00
C 3.95586 0.42817 -1.53315 0.00
H -2.84296 -7.18692 0.05164 0.00
H -3.15955 -4.74204 0.17023 0.00
C 0.31871 1.43826 3.28674 0.04
H -1.91950 -2.58694 -5.39276 0.00
H 1.04450 4.38165 2.70966 0.00
H -2.31818 -0.87199 3.11374 0.00
H -5.97115 3.17822 -3.24522 0.00
H 4.28439 2.56562 -5.30665 0.00
H 6.05406 -0.06316 2.53242 0.00
H -0.24675 2.12830 3.92142 0.00
C 3.08603 -1.41173 3.28005 0.00
H 3.33291 5.10110 1.23599 0.00
H -7.17863 3.26081 -1.08637 0.00
H -3.67418 2.25525 -3.36869 0.01
C -1.83400 0.10203 2.98791 0.01
C -4.26318 1.85013 -0.04579 0.03

(3)
33
Properties=species:S:1:pos:R:3:nbo_charge:R:1 method="wB97M-V/def2-TZVPD" total_charge=+1 e_homo_ev=-11.95
F -0.12995 -0.96623 -0.32994 -0.91
C -0.68525 1.28305 -4.28314 -0.11
O 0.42434 0.37594 -4.36955 -0.77
H 0.73159 -2.95410 3.58433 0.20
H -0.45761 3.19729 -2.29283 0.49
O 3.16245 -2.87234 2.60302 -0.72
H 0.23505 -1.38885 3.18911 0.18
H 2.40031 -1.41738 1.54156 0.13
C -1.63684 1.13850 1.97469 -0.09
Ag 1.26957 -0.80381 -2.37025 0.94
O -2.13126 0.22523 0.97443 -0.77
H 0.10965 -2.06754 0.94211 0.48
H -2.34105 1.94057 2.19574 0.19
H 4.05186 -2.51114 2.61175 0.47
H -0.47962 2.37801 0.55657 0.17
H -2.29187 1.87947 -2.82100 0.21
H 0.10995 -0.39004 -4.85538 0.49
H -0.44250 2.19337 -4.83132 0.21
H 2.68935 -1.09010 3.23841 0.18
O 0.82690 1.08294 1.52567 -0.72
H -1.33355 0.52250 -2.37614 0.16
C 2.28165 -1.82581 2.54515 -0.07
H -1.56252 0.61221 2.92632 0.17
O 0.15905 -2.76364 1.60136 -0.77
Ag -1.42726 -2.87198 -1.50812 0.98
H -1.46531 0.94273 -4.96415 0.18
C 0.79717 -2.22620 2.77564 -0.09
H -1.47132 -0.29101 0.50584 0.48
H 0.53999 0.41736 0.89614 0.46
C -0.33985 1.87237 1.51202 -0.11
H -0.05230 2.60165 2.26937 0.19
C -1.26743 1.50755 -2.83808 -0.09
O -0.27338 2.26943 -2.12934 -0.72

(4)
14
Properties=species:S:1:pos:R:3:nbo_charge:R:1 method="wB97M-V/def2-TZVPD" e_homo_ev=-9.77 smiles="CC(=O)NCN"
H -1.27679 -2.06528 0.75518 0.23
C 0.56150 1.33070 0.13164 -0.05
H -1.04574 2.44483 -0.71319 0.37
H 0.28052 -3.05307 0.41501 0.25
C 0.58979 -1.10728 -0.27977 0.69
H 0.99106 1.03025 1.11774 0.20
C -0.39686 -2.29042 0.01842 -0.73
H 1.37046 1.75344 -0.52987 0.18
H -0.20968 3.14335 0.49781 0.36
N -0.61256 2.29551 0.20618 -0.85
N -0.02833 0.13102 -0.61773 -0.65
O 1.76960 -1.23394 0.07804 -0.59
H -0.99309 0.14597 -0.17303 0.38
H -0.99990 -2.52508 -0.90643 0.23

(5)
45
Properties=species:S:1:pos:R:3:nbo_charge:R:1 method="wB97M-V/def2-TZVPD" total_charge=+4 e_homo_ev=-21.33
O 1.57802 -1.55585 -2.50333 -0.73
H -2.46020 -1.30829 2.28388 0.56
O -0.45188 -1.02571 -1.07052 -1.29
O -2.31770 2.47452 -1.36918 -0.97
O 2.04923 1.91916 1.74295 -0.99
O 0.56763 0.35140 3.27260 -0.78
O -3.01507 -0.92786 1.59400 -0.74
H -0.73882 3.50321 -0.64178 0.57
H -0.10830 -2.53449 0.25769 0.57
H -0.65198 -3.76481 -0.58579 0.56
H -0.28272 0.57328 3.67057 0.56
H 1.05217 1.14774 3.00004 0.58
H -1.99685 1.78023 -0.79004 0.46
O 0.40085 -1.05634 1.21660 -1.25
H -2.42958 3.22186 1.72419 0.48
H 3.39127 -0.91975 1.73199 0.59
H -3.33475 -1.61315 0.99637 0.55
H 0.62093 3.68012 -1.30373 0.56
H 2.19050 -2.11551 -2.01361 0.56
H 3.03140 -1.92384 0.54273 0.54
O -1.39487 0.71203 0.64224 -1.20
O 2.89630 -1.04558 0.91223 -0.76
O 3.08553 0.94400 -1.75836 -0.96
H -1.40121 -1.26566 -2.19763 0.54
O -0.17508 -3.50607 0.21003 -0.77
H 0.65861 -3.96503 0.36650 0.58
H 0.36271 2.39366 -0.43916 0.54
O 0.93890 0.93385 -0.28427 -1.23
H 0.39853 -0.24854 2.51957 0.53
P -0.17695 -0.08130 0.11707 2.57
H 1.10362 -2.06809 -3.16738 0.54
H 1.72757 1.49627 0.93651 0.48
H 2.99180 2.03405 1.60262 0.52
H 2.33047 1.00330 -1.16595 0.47
O 0.20668 3.35583 -0.49423 -0.75
O -1.82685 -1.52235 -3.04682 -0.73
H -2.32191 1.70703 1.74813 0.44
H -1.18182 -2.02513 -3.55562 0.54
O -2.67741 2.45103 2.23758 -0.92
H -2.52329 -2.11236 -2.73098 0.56
H 0.88726 -1.18373 -1.91390 0.55
H 1.93297 -0.90341 1.02369 0.54
H 2.73085 1.14040 -2.62748 0.48
H -2.52546 -0.28676 1.03639 0.55
H -3.14109 2.13662 -1.72640 0.51

(6)
74
Properties=species:S:1:pos:R:3:mulliken_charge:R:1 method="wB97M-V/def2-TZVPD" e_homo_ev=-9.56 smiles="CC[C@@H](Cl)[Si@@H](I)C[C@H](C)I.COP(=O)(OC)OC.COP(=O)(OC)OC.COP(=O)(OC)OC"
H 1.84702 -2.41837 -1.17233 0.45
H 6.38716 -0.57801 0.70062 0.31
H -3.74967 0.37882 0.10048 0.50
H 3.33132 1.01776 -0.10419 0.38
I -5.23714 -2.05915 -0.33492 0.06
H 7.91926 0.48190 -3.95974 0.34
C 7.28578 -0.74540 0.10832 -0.77
H 3.83603 -1.68414 -3.83437 0.25
H -5.71113 -0.97028 3.38254 0.28
C -6.56120 -1.63922 3.48622 -0.57
O 3.44735 4.47724 -2.83925 -0.26
H 0.78031 -0.78442 -2.68765 0.47
H -2.61225 -2.02147 -0.73286 0.30
H -5.95711 -6.05528 4.14628 0.23
C -3.38277 -1.36549 -1.13446 -0.10
H -8.53187 -3.33702 8.63644 0.23
C 1.00837 5.22750 -0.12387 -0.53
C -8.45300 -2.80265 7.69466 -0.73
O 6.51541 -1.53687 -3.01580 -0.70
H 2.00207 -0.12027 -1.62956 -0.64
H 4.55179 -0.19755 -4.49021 0.31
H 0.26504 5.98320 -0.36836 0.25
C 3.93187 -0.60916 -3.69802 -0.66
C 3.68300 5.81823 -3.30072 -0.67
I -1.34097 1.98478 1.71438 -0.20
P 3.16948 4.32490 -1.29527 0.87
O -6.72406 -1.88930 4.89376 -0.35
H 4.72505 2.11302 -0.24890 0.48
H 0.12465 -2.40637 -0.97908 0.38
C 0.99151 -0.52831 -1.65267 0.49
O 2.83626 2.95784 -0.54649 -0.15
H -3.08422 -2.49287 -2.96972 0.37
H 7.20803 2.06010 -4.36976 0.23
H 1.19749 -1.62736 0.24438 0.37
C -3.05953 0.08602 -0.68972 -0.85
Si -1.34329 0.16504 0.05229 0.03
H -1.11764 -1.06398 0.83030 -0.08
C 7.43241 1.37129 -3.55832 -0.82
C 3.75214 1.84622 -0.67043 -1.01
P -7.54460 -3.18091 5.26659 1.00
C -6.69081 -5.61282 4.81673 -0.66
P 6.02874 -0.40554 -2.20446 0.82
C 1.01864 -1.80457 -0.81365 -1.63
O 7.20904 -0.05491 -1.15842 -0.32
H -7.45191 -1.15681 3.09062 0.29
H -7.85244 -1.90640 7.84638 0.32
H 8.09109 1.86572 -2.84444 0.27
C -3.33914 -1.48276 -2.65874 -1.28
H -7.68864 -5.74219 4.39662 0.34
O 6.18996 1.03407 -2.93976 -0.14
H 0.50548 4.36474 0.31548 0.03
O 4.04691 5.16295 -0.46750 -0.73
H -4.27041 -1.14564 -3.10683 0.41
H 2.94485 -0.15394 -3.74266 0.25
O 4.44237 -0.32422 -2.39008 -0.02
H 8.13816 -0.33830 0.64331 0.25
H -2.54943 -0.81684 -3.01277 0.30
O 1.65236 4.85638 -1.34316 -0.27
H 7.43668 -1.81322 -0.05311 0.34
C 0.05613 0.60545 -1.16286 0.87
H 0.66514 1.38464 -0.71013 -0.26
O -6.36673 -4.22962 4.94668 -0.27
H 3.85932 1.55198 -1.70365 0.39
H 1.72567 5.64103 0.58577 0.34
H -3.18411 0.79055 -1.50905 0.39
H 4.71609 6.09906 -3.11109 0.27
H -6.36273 -2.56132 2.94520 0.25
O -8.72831 -3.37933 4.42047 -0.67
H -6.62954 -6.10714 5.78688 0.24
O -7.82270 -3.69228 6.75048 -0.26
H -9.45102 -2.53107 7.34922 0.33
H 3.00827 6.52077 -2.81732 0.31
Cl -0.66097 1.39345 -2.62366 -0.22
H 3.49561 5.80816 -4.37109 0.24